# 1
The following is a quantum chemistry calculation of a single C16H24N4O4S molecule in a non-equilibrium geometry, from the Open Molecules 2025 dataset.

Results
Molar mass (g/mol): 368.459
Structure (SMILES): COC(=O)[C@@H](C)Sc1nc2c(c(=O)n(C)c(=O)n2C)n1CCC(C)C
Gap between HOMO and LUMO (eV): 8.6
Net charge: 0
E_LUMO (eV): 0.52
HOMO energy (eV): -8.046

Positions of all 49 atoms, in Å:
1 C 5.203978 1.255203 2.274351
2 H 4.496054 0.841750 2.995351
3 H 6.203085 0.867257 2.453764
4 H 5.191910 2.343775 2.355569
5 O 4.855198 0.855791 0.955927
6 C 3.670716 1.277467 0.510050
7 O 2.917428 1.962468 1.151347
8 C 3.356152 0.743269 -0.871868
9 C 4.562208 0.395810 -1.718761
10 H 5.190125 -0.332161 -1.211744
11 H 4.239105 -0.018529 -2.670628
12 H 5.148651 1.292687 -1.905559
13 H 2.663458 1.423241 -1.371816
14 S 2.353291 -0.769204 -0.532273
15 C 0.808411 -0.005164 -0.319507
16 N 0.494545 1.168797 -0.845915
17 C -0.760410 1.405125 -0.415465
18 C -1.220988 0.355287 0.366072
19 N -0.182661 -0.552350 0.412983
20 C -0.166496 -1.803763 1.126785
21 H 0.703755 -1.796101 1.793058
22 C -0.061234 -3.031652 0.217766
23 H 0.172857 -3.879851 0.864475
24 C -1.306600 -3.390357 -0.606548
25 C -1.625455 -2.351379 -1.680037
26 H -0.729991 -2.075746 -2.234075
27 H -2.055402 -1.455491 -1.240778
28 H -2.350570 -2.755202 -2.383220
29 C -2.527191 -3.638208 0.277019
30 H -2.297849 -4.365169 1.053027
31 H -2.866349 -2.720228 0.749790
32 H -3.346150 -4.027213 -0.323449
33 H -1.061412 -4.329513 -1.118481
34 H 0.786348 -2.891700 -0.458648
35 H -1.076385 -1.840228 1.726329
36 C -2.523966 0.351616 0.950655
37 O -3.014731 -0.524038 1.642948
38 N -3.224483 1.516217 0.626356
39 C -2.789034 2.585413 -0.144680
40 O -3.501617 3.544903 -0.343208
41 N -1.518058 2.500626 -0.673946
42 C -0.982833 3.584267 -1.467765
43 H -1.715780 4.388307 -1.469934
44 H -0.044003 3.922381 -1.030185
45 H -0.798194 3.241049 -2.485985
46 C -4.570552 1.657228 1.157620
47 H -5.280603 1.765910 0.338411
48 H -4.790325 0.763480 1.736706
49 H -4.627953 2.543931 1.788111

Atoms 1-3, force components in eV/Å:
-0.1 0.2 0.4
0.1 0.0 0.0
0.0 0.0 0.0

Atomic charges from the Löwdin analysis, expressed in e, are listed below: C -0.0369; H 0.1004; H 0.0945; H 0.0988; O -0.0507; C -0.5659; O 0.1126; C -0.4877; C -0.1027; H 0.0783; H 0.0794; H 0.0907; H 0.1032; S 1.0750; C -0.5788; N 0.1619; C -0.2137; C -0.0752; N -0.0007; C -0.1240; H 0.1276; C -0.1630; H 0.1191; C -0.4150; C -0.0602; H 0.0797; H 0.0665; H 0.0804; C -0.0684; H 0.0804; H 0.0547; H 0.0796; H 0.1310; H 0.0698; H 0.1182; C -0.3646; O 0.0541; N 0.0349; C -0.4394; O 0.0803; N 0.0146; C -0.0008; H 0.0889; H 0.0963; H 0.0964; C -0.0049; H 0.0993; H 0.0863; H 0.0997


# 2
The following is a quantum chemistry calculation of 2 unconnected molecules or ions with the total composition C10H13O3 in a non-equilibrium geometry, from the Open Molecules 2025 dataset.

Results
Molar mass (g/mol): 181.211
Gap between HOMO and LUMO (alpha / beta) (eV): 1.6 / 5.7
Net charge: -2
<S²>: 0.7506
E_LUMO (alpha / beta) (eV): 5.32 / 5.20
HOMO energy (alpha / beta) (eV): 3.706 / -0.470
Multiplicity: 2

Positions of all 26 atoms, in Å:
1 C 4.238904 1.278867 -1.243363
2 C -0.001795 1.230737 -0.316380
3 C 0.981835 1.668131 0.690291
4 C 0.462598 0.574056 -1.449207
5 C 2.345286 1.660207 0.373359
6 C 1.873628 0.436408 -1.744010
7 C 2.785200 1.081351 -0.876018
8 O -1.198861 1.517300 -0.004285
9 H -2.666465 0.792684 -0.211590
10 H 0.454930 2.226784 1.492294
11 H -0.218357 0.225986 -2.290932
12 H 2.846060 2.334876 1.045377
13 H 2.129136 -0.130407 -2.565301
14 H 4.840608 1.534695 -0.264471
15 H 4.121049 2.159421 -1.972947
16 H 4.787548 0.494274 -1.584037
17 C -2.529674 -1.368271 1.468539
18 C -2.342799 -3.009032 1.369461
19 C -3.551835 -1.074315 0.366289
20 O -4.364053 -1.725963 -0.195474
21 O -3.629640 0.255986 0.047910
22 H -2.985131 -1.119383 2.394204
23 H -1.514332 -1.001027 1.373247
24 H -1.620066 -3.286546 0.664340
25 H -3.274225 -3.445081 1.138779
26 H -1.969550 -3.311746 2.293914

Atoms 1-3, force components in eV/Å:
-1.3 3.7 2.3
1.6 0.2 1.8
-0.3 -0.1 -2.2

Atomic charges from the Löwdin analysis, expressed in e, are listed below: C -0.4894; C -0.5259; C -0.0592; C -0.0731; C -0.1495; C -0.1346; C -0.3359; O -0.1753; H 0.1459; H 0.0893; H 0.0939; H 0.0468; H 0.0211; H 0.0069; H 0.0322; H -0.0781; C -0.0709; C -0.0829; C -0.5798; O 0.0720; O -0.0476; H 0.0899; H 0.1037; H 0.0420; H 0.0341; H 0.0244


# 3
The following is a quantum chemistry calculation of a single C19H22N4O2S molecule, from the Open Molecules 2025 dataset.

Results
Molar mass (g/mol): 370.478
Structure (SMILES): CCOC(=O)c1ccc(NC(=S)N2CCN(c3ccccn3)CC2)cc1
Gap between HOMO and LUMO (eV): 8.3
Net charge: 0
E_LUMO (eV): 0.24
HOMO energy (eV): -8.025

Positions of all 48 atoms, in Å:
1 C 0.831885 6.506031 -3.298388
2 C 2.135735 5.749250 -3.509219
3 H 2.505995 5.877696 -4.528568
4 H 2.889525 6.090152 -2.791720
5 O 1.954757 4.342541 -3.355656
6 C 1.975911 3.864152 -2.102739
7 O 2.155100 4.553041 -1.126199
8 C 1.763249 2.401497 -2.053378
9 C 1.847179 1.761002 -0.817903
10 C 1.644567 0.403165 -0.715098
11 C 1.339539 -0.347176 -1.852826
12 C 1.288879 0.289342 -3.096113
13 C 1.495110 1.647591 -3.194880
14 H 1.447726 2.136473 -4.154794
15 H 1.082971 -0.296401 -3.980085
16 N 1.114062 -1.716790 -1.797214
17 C 0.941729 -2.505101 -0.679321
18 N 0.128325 -2.069764 0.305545
19 C -0.977025 -1.155619 0.093122
20 H -0.835223 -0.583908 -0.822193
21 C -1.122873 -0.210364 1.296064
22 N -1.269099 -0.970538 2.512350
23 C -2.490873 -1.343810 3.017113
24 N -2.490580 -2.420169 3.807454
25 C -3.614974 -2.796631 4.387979
26 C -4.821645 -2.143929 4.221690
27 C -4.831677 -1.019911 3.404199
28 C -3.666771 -0.607230 2.794774
29 H -3.672562 0.274949 2.175220
30 H -5.746605 -0.466786 3.245824
31 H -5.717190 -2.492073 4.709765
32 H -3.531236 -3.676266 5.013628
33 C -0.139933 -1.854256 2.710951
34 H -0.298688 -2.412583 3.631797
35 C 0.001444 -2.824918 1.536422
36 H 0.885402 -3.451765 1.655421
37 H -0.883604 -3.471209 1.493433
38 H 0.761740 -1.240286 2.798016
39 H -1.975504 0.445620 1.134968
40 H -0.227731 0.412663 1.386469
41 H -1.901767 -1.744600 0.001793
42 S 1.710195 -3.968523 -0.641607
43 H 1.449167 -2.241616 -2.595401
44 H 1.750074 -0.094823 0.235852
45 H 2.087407 2.352215 0.052713
46 H 0.489771 6.375006 -2.274759
47 H 0.067135 6.136501 -3.977611
48 H 0.991235 7.564332 -3.483561

Atoms 1-3, force components in eV/Å:
0.2 -0.3 0.0
0.0 0.6 0.1
0.0 0.0 0.1

Atomic charges from the Löwdin analysis, expressed in e, are listed below: C -0.0614; C -0.2154; H 0.1231; H 0.1219; O -0.0137; C -0.4534; O 0.1087; C -0.1276; C 0.0055; C -0.0194; C -0.2540; C -0.0067; C -0.0041; H 0.1188; H 0.1156; N 0.0400; C -0.8261; N -0.1217; C -0.1041; H 0.1176; C -0.1268; N -0.0818; C -0.2907; N 0.1087; C -0.1459; C -0.0863; C -0.0797; C -0.0133; H 0.0950; H 0.1055; H 0.0943; H 0.1056; C -0.1341; H 0.1125; C -0.1616; H 0.0699; H 0.1365; H 0.1287; H 0.1114; H 0.1180; H 0.1409; S 0.6645; H 0.1203; H 0.1119; H 0.1236; H 0.0750; H 0.0773; H 0.0770


# 4
The following is a quantum chemistry calculation of a molecular structure, C30H33CrF2N4O3S, from the Open Molecules 2025 dataset.

Results
Molar mass (g/mol): 619.678
Gap between HOMO and LUMO (alpha / beta) (eV): 5.9 / 6.0
Net charge: 0
<S²>: 3.8484
E_LUMO (alpha / beta) (eV): -0.04 / -0.04
HOMO energy (alpha / beta) (eV): -5.916 / -6.032
Multiplicity: 4

Positions of all 74 atoms, in Å:
1 Cr 0.669324 -0.395822 -0.754809
2 S 3.394458 -2.352190 2.060683
3 C 4.154232 -2.610491 0.546337
4 C 3.490456 -1.975826 -0.464921
5 C 2.336349 -1.251151 -0.020996
6 C 2.177735 -1.371522 1.330949
7 C 1.049372 -0.717468 2.025826
8 C 0.861718 -0.787680 3.367416
9 C -0.109414 0.109917 3.961366
10 C -0.962729 0.780471 3.189398
11 C -1.033583 0.477652 1.710564
12 N 0.260798 0.016733 1.161758
13 H 5.067932 -3.183709 0.491216
14 H 3.855432 -1.977335 -1.486531
15 H 1.540156 -1.365683 3.979720
16 H -0.086522 0.288606 5.031101
17 H -1.631355 1.529812 3.598300
18 H -1.768207 -0.341209 1.597546
19 O -0.214859 -2.613928 -0.812877
20 C 0.407474 -2.902519 -1.809736
21 O 0.953450 -1.936010 -2.541559
22 C 0.681454 -4.306576 -2.286730
23 N 1.621638 -4.254147 -3.419126
24 C 2.904832 -4.805929 -2.923017
25 C 2.515313 -5.823073 -1.857990
26 C 1.336450 -5.142744 -1.157449
27 H -0.278513 -4.718954 -2.601320
28 H 1.445430 -2.399249 -3.270271
29 H 1.273098 -4.815763 -4.183556
30 H 3.480987 -3.999361 -2.468789
31 H 3.479999 -5.211818 -3.752548
32 H 3.330969 -6.043645 -1.170469
33 H 2.200736 -6.758607 -2.326570
34 H 1.685994 -4.485421 -0.359357
35 H 0.630447 -5.846166 -0.722664
36 F -1.079663 5.469417 4.868316
37 C -1.067422 4.683114 3.763881
38 C -2.395081 4.339748 3.261062
39 C -2.519817 3.597916 2.167919
40 C -1.342419 3.100739 1.378479
41 C -1.600858 1.657952 0.896764
42 C 0.067658 3.374414 2.024648
43 C 0.063713 4.251237 3.240740
44 H -3.253366 4.686306 3.822096
45 H -3.508819 3.323868 1.812948
46 H -2.689527 1.528328 0.851408
47 H -1.250401 1.565371 -0.125920
48 H 0.639408 2.470813 2.235916
49 H 1.009567 4.505011 3.704994
50 C -4.663356 0.507630 -1.603685
51 N -3.271442 0.571972 -1.995748
52 C -2.322692 -0.272124 -1.547081
53 N -2.716775 -1.343815 -0.831321
54 O -1.125099 -0.063585 -1.829576
55 H -5.199057 1.313547 -2.097733
56 H -4.795939 0.623494 -0.523815
57 H -5.115245 -0.432710 -1.923342
58 H -2.896523 1.433940 -2.357978
59 H -3.643865 -1.423747 -0.457948
60 H -1.996126 -1.956248 -0.483550
61 F -1.485211 5.343417 0.410337
62 C -0.921412 4.084613 0.202606
63 C -1.138949 3.703501 -1.221886
64 C -0.253944 2.917570 -1.830973
65 C 0.977018 2.443383 -1.152433
66 C 1.663496 1.209759 -1.620756
67 C 1.382924 3.094333 -0.058800
68 C 0.531628 4.055064 0.705487
69 H -2.011182 4.109371 -1.723729
70 H -0.397254 2.616416 -2.864789
71 H 2.702878 1.190226 -1.296355
72 H 1.610755 1.065884 -2.707955
73 H 2.315372 2.797942 0.416053
74 H 0.975952 5.046728 0.830798

Atoms 1-3, force components in eV/Å:
0.1 0.4 -0.2
0.1 0.0 0.1
0.0 0.0 0.0

Atomic charges from the Löwdin analysis, expressed in e, are listed below: Cr 0.8130; S 1.0193; C -0.4422; C -0.2231; C -0.2680; C -0.5075; C -0.3354; C -0.0740; C -0.1013; C -0.0727; C -0.3013; N -0.0310; H 0.0566; H 0.0898; H 0.0771; H 0.1002; H 0.1043; H 0.1243; O 0.0681; C -0.4644; O 0.0880; C -0.2069; N -0.0226; C -0.1723; C -0.1560; C -0.0971; H 0.1655; H 0.1360; H 0.1233; H 0.0977; H 0.1197; H 0.1154; H 0.1119; H 0.1161; H 0.1195; F 0.0409; C -0.2713; C -0.0074; C -0.0265; C -0.2423; C -0.0751; C -0.1496; C 0.0407; H 0.1144; H 0.1158; H 0.1107; H 0.0681; H 0.1340; H 0.1277; C -0.0720; N 0.0476; C -0.5765; N 0.2246; O -0.0488; H 0.0906; H 0.0851; H 0.0872; H 0.1378; H 0.1026; H 0.0849; F 0.0294; C -0.3227; C -0.0025; C -0.0487; C -0.3048; C -0.1645; C -0.0072; C -0.1310; H 0.1148; H 0.1142; H 0.0606; H 0.0625; H 0.1310; H 0.1559